{
  "formula": "C43H58BiBrF3N5O5S2Si",
  "method": "ωB97M-V/def2-TZVPD",
  "spin_multiplicity": 2,
  "homo_ev": [-5.26, -5.26],
  "orbital_gap_ev": [6.20, 4.63],
  "s_squared": 0.758,
  "total_energy_ev": -176798.07130,
  "total_charge": -1,
  "elements": ["Bi", "C", "O", "C", "C", "C", "C", "C", "C", "N", "C", "N", "C", "C", "C", "C", "C", "C", "O", "C", "N", "C", "C", "C", "C", "C", "C", "O", "C", "H", "H", "H", "H", "H", "H", "H", "H", "H", "H", "H", "H", "H", "H", "H", "H", "H", "H", "H", "H", "H", "H", "H", "S", "C", "C", "C", "C", "C", "Si", "Br", "C", "C", "C", "C", "C", "C", "C", "C", "H", "H", "H", "H", "H", "H", "H", "H", "H", "H", "H", "H", "H", "H", "H", "H", "H", "H", "H", "H", "H", "H", "H", "H", "H", "H", "H", "C", "C", "C", "C", "N", "C", "S", "N", "C", "H", "H", "H", "H", "H", "H", "H", "H", "F", "C", "F", "F", "C", "O", "O"],
  "positions_angstrom": [[11.39096, -13.33185, 14.62282], [8.33327, -16.86279, 19.93878], [9.40894, -16.16128, 20.65166], [9.62414, -14.81632, 20.41504], [9.51589, -13.99560, 21.50744], [9.82353, -12.64294, 21.46006], [10.18795, -12.12846, 20.22769], [10.15723, -12.93876, 19.08274], [9.96575, -14.33699, 19.14765], [9.96859, -15.12878, 17.94846], [9.25519, -14.91722, 16.74333], [8.82396, -13.63834, 16.51235], [8.30085, -13.37107, 15.19424], [9.13834, -13.30442, 14.04955], [8.47132, -13.10981, 12.84939], [7.08977, -12.98128, 12.77771], [6.32739, -13.04828, 13.89030], [6.88140, -13.24710, 15.15120], [6.25877, -13.62308, 16.29040], [4.84914, -13.71598, 16.38264], [8.93868, -15.90339, 15.96015], [9.32959, -17.19219, 16.25631], [10.72304, -17.42313, 16.19385], [11.19314, -18.69207, 16.35479], [10.35795, -19.79923, 16.60361], [9.00877, -19.60184, 16.38919], [8.47492, -18.29514, 16.22744], [7.11552, -18.28159, 15.93420], [6.34056, -17.14561, 15.58052], [7.68453, -17.21945, 20.68800], [8.81535, -17.56228, 19.30208], [7.77120, -16.19169, 19.26425], [9.18559, -14.39069, 22.50401], [9.83713, -12.08700, 22.38807], [10.43520, -11.06232, 20.16952], [10.38256, -12.53594, 18.15396], [10.22429, -16.04115, 18.20922], [9.55951, -12.91739, 16.69546], [8.90701, -13.12037, 11.90885], [6.61937, -12.67618, 11.85543], [5.24241, -12.98082, 13.79340], [4.49361, -14.75415, 16.17862], [4.31803, -13.06523, 15.67910], [4.54146, -13.39510, 17.39035], [11.37087, -16.55560, 15.97748], [12.28394, -18.95363, 16.29755], [10.73697, -20.79437, 16.77953], [8.28450, -20.36668, 16.55613], [5.59374, -17.43479, 14.83258], [6.81453, -16.26967, 15.21023], [5.82107, -16.84970, 16.52995], [12.29632, -12.90550, 12.61628], [12.31065, -4.86395, 4.10634], [12.55884, -3.98651, 2.84559], [20.31130, -10.71593, 6.62684], [19.40913, -10.97695, 7.85359], [19.08016, -12.47205, 8.02551], [18.07077, -10.22409, 7.64666], [20.44762, -10.34833, 9.42442], [19.06668, -10.25879, 11.20706], [21.17669, -8.53736, 9.30375], [20.11300, -7.83990, 8.46525], [21.32662, -7.73080, 10.64879], [22.47629, -8.55386, 8.55556], [21.78041, -11.63177, 10.04833], [22.63945, -11.05122, 11.17748], [22.74237, -12.09686, 8.93500], [21.07683, -12.88172, 10.56217], [19.77981, -10.95400, 5.69522], [21.16633, -11.41153, 6.60546], [20.69552, -9.69253, 6.60561], [18.15372, -12.77892, 7.48765], [18.72201, -12.55754, 9.04840], [19.91047, -13.14527, 7.86560], [17.62043, -10.70171, 6.78832], [18.27967, -9.20290, 7.45892], [17.48901, -10.29993, 8.57334], [19.09926, -7.94505, 8.78999], [20.10574, -8.09968, 7.41303], [20.21049, -6.74501, 8.52993], [20.39615, -7.33275, 11.10352], [21.95903, -6.87365, 10.38742], [21.80364, -8.21656, 11.47510], [22.52632, -9.24900, 7.73868], [23.38049, -8.95461, 9.14180], [22.71149, -7.55293, 8.12236], [23.41808, -10.37948, 10.79338], [23.24403, -11.88555, 11.58287], [22.11490, -10.55777, 12.00305], [23.26315, -11.16597, 8.64413], [22.27261, -12.55026, 8.08486], [23.46939, -12.80105, 9.28173], [20.53500, -12.64563, 11.55408], [21.80836, -13.66599, 10.81414], [20.45926, -13.37079, 9.83457], [18.34806, -15.75948, 8.39452], [18.96103, -17.17512, 8.44478], [18.27708, -18.31852, 8.61453], [18.90236, -19.59403, 8.52780], [20.19533, -19.66357, 8.27110], [20.94141, -18.53665, 8.20591], [22.58655, -18.50467, 8.15846], [20.30550, -17.30766, 8.22674], [18.10790, -20.92136, 8.56219], [17.73426, -15.74728, 7.52117], [19.09882, -14.96709, 8.46572], [17.68913, -15.62242, 9.30859], [17.24210, -18.19281, 8.72424], [20.79917, -16.48252, 7.93095], [18.49832, -21.56420, 7.77958], [17.02920, -20.74039, 8.53049], [18.24651, -21.45292, 9.50944], [15.35349, -14.93959, 1.33441], [14.55650, -15.36625, 2.27365], [14.11327, -16.47266, 1.65579], [13.45323, -14.48452, 2.10703], [15.41492, -15.74558, 3.60085], [15.46582, -16.99648, 3.70419], [15.99496, -14.91946, 4.24669]],
  "atomic_forces_ev_per_a": [[0.2, 0.3, -2.7], [1.0, 2.4, -0.6], [-0.4, -0.1, -0.5], [-0.5, -1.8, -0.4], [-0.2, 0.5, 2.0], [0.3, -0.8, -0.4], [-0.3, 0.5, -0.4], [0.3, -1.1, 2.0], [-0.9, 2.2, -0.8], [-0.1, 1.8, 0.9], [0.0, -2.5, 1.0], [1.7, 1.6, -0.8], [-0.8, 0.0, -0.1], [-0.5, 0.2, 1.3], [-0.7, -0.1, 0.4], [1.0, 0.7, -0.3], [-2.2, 0.0, 1.6], [1.9, -1.4, -0.9], [-0.4, 0.5, 0.4], [-0.7, -0.1, -0.3], [-0.5, 2.4, 0.6], [0.8, -0.4, -1.0], [-0.3, 0.0, 0.3], [2.3, -1.8, 0.5], [-0.6, 1.0, -1.1], [-0.3, 1.3, 1.2], [-0.5, -0.3, -0.7], [1.0, -0.3, 0.0], [-1.3, 0.0, 1.5], [-0.7, -0.9, 0.7], [0.1, -1.2, -0.3], [0.2, 0.0, 0.4], [0.4, 0.0, -1.3], [-0.1, 0.3, -0.2], [-0.1, -0.5, -0.3], [0.6, 0.9, -1.3], [0.1, -1.5, -0.5], [-1.1, -1.0, 0.2], [1.5, 0.2, -1.4], [0.0, -0.4, -0.3], [0.2, 0.0, 0.0], [0.4, 0.6, 0.2], [0.2, 0.0, 0.0], [0.3, -0.3, -0.3], [-0.3, -0.7, 0.2], [-1.0, 0.7, 0.1], [0.2, 0.0, 0.0], [-0.3, -0.6, -0.3], [0.2, -0.4, 0.3], [1.0, 0.3, -0.3], [0.1, 0.0, -0.8], [-1.2, -0.5, 2.2], [0.3, 1.0, -1.5], [-0.3, -1.0, 1.5], [0.2, -0.8, -0.1], [0.8, 0.5, 0.1], [-1.3, 0.7, 0.5], [1.0, -1.0, 1.1], [0.5, -0.3, 0.2], [-0.3, 0.1, 0.0], [-1.4, -0.8, 1.0], [0.1, 1.6, -0.2], [-0.4, 0.4, -0.7], [2.4, 0.0, 0.3], [-0.4, -0.4, -0.4], [0.9, -0.3, 0.0], [0.0, 2.0, 0.1], [-0.1, -0.1, 2.4], [-0.1, 0.3, 0.1], [-0.1, 0.3, 0.2], [-0.1, -0.3, -0.3], [0.9, 0.2, -0.4], [0.2, -0.4, 0.4], [0.1, -0.1, -0.2], [-0.6, 0.1, -0.1], [-0.2, 0.9, -0.4], [-0.3, -0.1, -0.4], [-0.6, -0.6, 0.6], [0.3, 0.0, -0.1], [0.5, 0.0, -0.2], [0.2, -0.3, -0.8], [-0.1, 0.1, 0.1], [0.5, -0.8, 0.2], [-0.5, -0.3, -0.8], [-1.3, 1.1, -0.3], [0.0, -0.5, 0.5], [-0.4, 0.2, 0.0], [-0.4, 0.2, 0.1], [-0.1, -0.2, -0.3], [0.1, -0.7, -0.5], [-0.5, -0.1, -0.5], [0.5, -0.4, 0.6], [0.4, -0.6, -1.7], [0.2, 0.3, 0.1], [-0.6, 0.1, -0.1], [0.1, -1.4, 2.1], [1.4, 1.1, -0.4], [-0.5, -0.7, 0.4], [0.2, 0.1, -0.7], [-0.6, -0.5, 0.5], [0.2, 0.5, 0.1], [0.7, -0.2, -0.2], [-1.7, 0.2, -0.1], [0.4, 1.1, 0.7], [-0.4, 0.6, -0.7], [-0.1, -0.4, -0.4], [0.6, -0.3, -1.1], [-1.4, -0.3, 0.3], [0.5, -0.1, 0.2], [-0.3, 0.0, -0.2], [0.2, 0.0, -0.5], [0.4, 0.2, 0.0], [2.8, 2.1, -1.0], [-1.6, -0.4, -1.6], [-1.3, -1.4, 0.8], [0.8, -0.5, 1.7], [-0.9, -3.5, -0.4], [-0.4, 0.9, -0.2], [0.6, 2.8, 0.8]]
}